Record 1
74
Properties=species:S:1:pos:R:3 method="wB97M-V/def2-TZVPD" total_charge=+2
Pd -1.597 0.861 0.587
Ge 2.440 0.322 -0.789
O -0.046 -0.090 1.971
N -0.604 2.638 0.440
N 0.125 -0.950 -0.131
N -2.775 3.292 -0.079
N 0.206 -2.487 -1.896
N -3.028 2.035 0.063
N -3.074 -0.532 0.386
N 0.675 -3.075 0.331
C 3.681 2.548 -4.111
C -6.693 0.119 0.259
C -6.676 1.513 0.214
C 4.570 -0.895 3.284
C 2.997 1.673 -3.287
C 0.227 -1.022 1.227
C 3.099 1.812 -1.908
C 4.453 3.560 -3.559
C 3.859 2.831 -1.349
C -1.497 3.632 0.094
C 3.821 -1.400 1.064
C -5.480 2.209 0.120
C -2.481 -4.099 1.044
C 4.053 0.385 3.169
C 0.685 -2.415 1.616
C -2.974 -1.904 0.187
C -2.832 -4.658 -0.177
C 3.422 0.777 2.001
C 1.144 4.252 0.537
C -4.281 1.500 0.124
C -1.063 4.966 -0.055
C -5.517 -0.607 0.248
C 4.474 -1.782 2.222
C 0.332 -2.195 -0.609
C 4.546 3.697 -2.182
C -2.546 -2.731 1.230
C 0.668 2.963 0.649
C 3.297 -0.116 0.946
C 0.960 -4.476 0.134
C -4.284 0.068 0.225
C -3.248 -3.841 -1.219
C 0.255 5.272 0.170
C -3.326 -2.475 -1.044
H 4.911 -2.767 2.295
H 2.530 -0.939 -1.697
H 0.104 -4.993 -0.302
H -7.634 -0.405 0.321
H -2.356 -2.280 2.196
H 1.175 -4.925 1.098
H -5.459 3.286 0.063
H 4.137 1.081 3.987
H 5.156 4.477 -1.752
H 2.397 0.877 -3.712
H 2.177 4.473 0.740
H 1.313 2.140 0.944
H -2.184 -4.740 1.861
H -3.643 -1.832 -1.851
H -3.540 -4.279 -2.162
H 3.045 1.788 1.920
H -7.605 2.058 0.255
H 3.941 2.926 -0.274
H -2.815 -5.730 -0.305
H 1.825 -4.614 -0.516
H 5.055 -1.201 4.197
H 0.310 -3.430 -2.234
H 3.744 -2.087 0.228
H 1.685 -2.383 2.057
H 3.612 2.438 -5.182
H -0.136 -1.773 -2.518
H 4.988 4.239 -4.205
H 0.609 6.285 0.067
H -5.530 -1.683 0.328
H -1.790 5.709 -0.334
H 0.013 -2.888 2.334

=====

Record 2
69
Properties=species:S:1:pos:R:3 method="wB97M-V/def2-TZVPD" total_charge=+4
Ta 1.462 -0.439 -0.158
I 2.338 0.563 2.445
P -0.829 0.887 0.786
N 2.485 0.687 -1.749
N 4.894 2.856 -4.305
C -0.558 -5.043 -2.350
C -3.073 -2.467 0.550
C 1.977 -5.287 -2.354
C 1.437 0.772 5.234
C -2.423 2.374 4.826
C 0.728 1.199 6.364
C -0.517 1.736 6.194
C 3.446 2.786 -2.397
C 0.874 -3.525 -1.112
C -3.076 2.464 3.630
C 0.861 0.919 4.005
C -1.031 3.126 -2.565
C -4.186 -2.051 -0.176
C -0.759 4.669 -0.722
C 0.740 -4.882 -1.510
C -0.803 2.303 -0.313
C -0.441 1.386 3.730
C 2.670 2.042 -1.580
C -0.957 4.430 -2.079
C -2.128 -0.267 0.325
C -2.040 -1.583 0.798
C -0.673 3.611 0.167
C -1.162 1.467 2.508
C -2.441 2.005 2.475
C 4.119 2.170 -3.503
C 3.103 0.089 -2.825
C -3.241 0.151 -0.411
C 3.895 0.767 -3.684
C -4.268 -0.747 -0.651
C 0.996 -2.334 -0.761
C -1.123 1.834 4.919
C -0.939 2.058 -1.692
C 0.658 -5.750 -0.223
H -5.140 -0.425 -1.206
H -3.028 -3.477 0.935
H 0.526 -6.786 -0.532
H -1.076 2.086 7.053
H -1.181 2.953 -3.623
H -2.897 2.722 5.735
H -4.993 -2.746 -0.371
H 5.052 3.846 -4.170
H -0.189 -5.464 0.400
H -1.016 1.040 -2.064
H 1.185 1.115 7.340
H -4.078 2.866 3.567
H 5.369 2.422 -5.085
H 1.575 -5.678 0.360
H -1.050 5.263 -2.763
H 2.925 -0.970 -2.961
H 2.059 -4.682 -3.256
H -0.637 -6.092 -2.633
H 2.433 0.362 5.358
H 3.557 3.847 -2.213
H -1.184 -1.902 1.386
H -0.520 -4.442 -3.257
H 2.895 -5.200 -1.773
H 2.149 2.510 -0.750
H -3.315 1.163 -0.789
H -0.685 5.684 -0.354
H 4.359 0.243 -4.510
H -2.988 2.061 1.542
H 1.855 -6.328 -2.650
H -0.532 3.801 1.223
H -1.439 -4.769 -1.772

=====

Record 3
82
Properties=species:S:1:pos:R:3 method="wB97M-V/def2-TZVPD" spin_multiplicity=3 total_charge=+1
W -0.326 -0.740 -0.914
S 1.232 2.180 -1.865
O -3.538 1.850 -1.158
O -2.213 0.079 -0.957
O 2.133 1.216 -2.440
O 0.698 3.212 -2.716
N -3.099 -4.048 -1.910
N 0.444 -2.480 0.131
N 3.821 -1.962 -3.428
N -2.172 -1.866 0.872
N 1.537 -1.300 -1.981
N 0.235 -0.127 1.165
N 0.013 1.390 -1.147
N -1.091 0.140 -5.146
N -0.669 -0.401 -3.111
N -1.474 -2.570 -1.766
N 0.143 -0.408 -5.194
N -3.825 -3.329 1.010
C -1.661 1.780 5.059
C -3.285 1.615 3.300
C 2.019 4.366 -0.440
C 2.910 2.255 0.300
C -0.647 1.576 4.133
C 0.658 -1.062 1.965
C -3.707 -2.738 2.247
C -1.186 2.220 -0.981
C 1.087 -4.499 0.904
C -2.681 -1.841 2.145
C 0.191 1.213 1.804
C -2.270 1.408 2.381
C 2.112 2.988 -0.566
C 0.628 -3.780 -0.198
C -2.515 -3.104 -1.139
C 1.570 -1.255 -3.331
C 3.811 -1.951 -2.101
C -1.397 -3.210 -2.988
C -2.982 1.802 4.643
C -2.436 1.373 -1.042
C 2.701 -1.610 -4.045
C 0.360 -0.715 -3.938
C 2.674 -1.643 -1.363
C 3.519 4.286 1.459
C -2.871 -2.763 0.223
C -1.576 0.149 -3.903
C -2.394 -4.126 -3.091
C 2.718 5.002 0.576
C 3.605 2.902 1.304
C -0.938 1.388 2.786
C 0.786 -2.365 1.455
C 1.188 -3.595 1.966
C 4.293 4.991 2.533
H -3.920 -4.582 -1.684
H 2.691 -1.586 -5.125
H -1.252 2.980 -1.761
H 4.726 -2.211 -1.586
H -2.531 1.245 1.343
H -4.500 -4.033 0.766
H 4.230 2.332 1.979
H -3.774 1.971 5.360
H 1.511 -3.795 2.973
H 5.154 5.510 2.108
H 1.325 -5.548 0.915
H 0.162 1.963 1.025
H 0.922 -0.830 2.994
H 0.386 1.576 4.460
H -4.313 1.635 2.965
H -2.656 -4.811 -3.874
H 1.406 4.926 -1.128
H -2.296 -1.186 2.905
H -2.538 0.539 -3.614
H 2.993 1.177 0.187
H -1.512 0.513 -5.982
H 4.662 4.293 3.282
H -0.629 -2.998 -3.709
H 3.678 5.738 3.035
H -4.351 -3.001 3.065
H -1.204 2.757 -0.025
H 2.643 6.077 0.678
H 2.674 -1.686 -0.281
H -1.416 1.930 6.101
H 1.141 1.354 2.325
H 0.455 -4.145 -1.198

=====

Number 1: E -3938.90445 hartree. Number 2: E -2080.05921 hartree. Number 3: E -2699.36584 hartree.